Record 1
A molecular structure, C34H67Cl8CuNO10S3 in a non-equilibrium geometry, computed with ωB97M-V/def2-TZVPD.

```
124
C34H67Cl8CuNO10S3, DFT ωB97M-V/def2-TZVPD
Cu 2.184 -0.372 -3.350
C 2.035 1.167 -0.743
C 0.606 0.910 -0.289
C 0.376 2.008 0.789
C -1.109 2.165 1.083
C -1.879 2.421 -0.161
C -1.756 1.362 -1.290
N -0.345 0.855 -1.446
O 0.055 0.242 -2.705
C -2.280 2.205 -2.491
C -2.753 0.179 -0.979
C 0.498 -0.437 0.425
H 2.748 1.070 0.076
H 2.260 2.175 -1.093
H 2.316 0.376 -1.438
H 0.817 2.972 0.538
H 0.803 1.732 1.753
H -1.298 2.882 1.883
H -1.585 1.214 1.324
H -1.666 3.466 -0.388
H -2.896 2.664 0.147
H -2.387 1.582 -3.379
H -1.539 2.922 -2.843
H -3.269 2.572 -2.216
H -2.417 -0.453 -0.158
H -2.989 -0.419 -1.860
H -3.777 0.395 -0.672
H 0.791 -1.146 -0.349
H -0.522 -0.574 0.783
H 1.186 -0.640 1.246
C 5.009 1.291 -3.484
O 3.782 1.283 -4.165
H 5.966 1.066 -3.955
H 5.214 2.310 -3.158
H 4.857 0.709 -2.575
C 3.596 -5.669 -1.517
C 4.782 -4.885 -1.999
C 4.825 -3.655 -1.130
S 3.003 -3.134 -0.676
O 2.699 -2.127 -1.700
O 2.920 -2.985 0.776
C 2.355 -4.745 -1.338
H 3.879 -6.133 -0.572
H 3.357 -6.569 -2.082
H 4.652 -4.682 -3.062
H 5.756 -5.374 -2.015
H 5.356 -2.806 -1.560
H 5.327 -3.841 -0.180
H 1.928 -4.646 -2.337
H 1.479 -5.025 -0.754
C -2.026 -3.890 -4.656
C -0.794 -3.182 -3.891
C -0.997 -3.604 -2.465
S -1.692 -5.333 -2.343
O -2.897 -5.091 -1.558
O -0.749 -6.395 -2.021
C -2.190 -5.399 -4.076
H -2.084 -3.868 -5.745
H -2.908 -3.383 -4.267
H -0.796 -2.098 -4.003
H 0.204 -3.505 -4.188
H -1.758 -2.904 -2.121
H -0.270 -3.444 -1.669
H -3.111 -5.949 -4.266
H -1.300 -5.942 -4.396
C 2.939 6.542 -0.081
C 2.656 7.920 -0.748
C 1.892 7.767 -2.054
S 0.605 6.545 -1.742
O 0.570 5.520 -2.849
O -0.555 7.179 -1.125
C 1.677 5.750 -0.406
H 3.246 6.744 0.945
H 3.843 6.129 -0.529
H 3.529 8.559 -0.872
H 2.119 8.323 0.110
H 2.394 7.335 -2.920
H 1.230 8.580 -2.352
H 1.802 4.823 -0.967
H 1.138 5.468 0.498
O 0.614 -0.473 5.870
C -0.433 0.056 5.512
O -0.919 1.075 6.245
C -2.124 1.675 5.735
C -2.088 1.139 4.337
C -1.336 -0.163 4.360
H -2.258 2.752 5.839
H -3.001 1.308 6.268
H -1.775 1.792 3.523
H -3.081 0.822 4.019
H -0.657 -0.338 3.525
H -2.034 -0.973 4.573
Cl -6.858 -3.848 0.006
C -5.472 -3.018 -0.674
C -4.449 -2.773 0.396
Cl -5.060 -1.476 1.517
H -5.815 -2.060 -1.067
H -5.123 -3.680 -1.466
H -3.546 -2.403 -0.090
H -4.278 -3.661 1.005
Cl 4.999 -2.393 3.354
C 4.168 -0.973 2.656
C 4.720 0.205 3.375
Cl 6.395 0.656 2.808
H 3.079 -0.984 2.715
H 4.293 -0.967 1.573
H 4.900 0.008 4.432
H 4.133 1.122 3.416
Cl -3.627 5.666 3.442
C -4.398 4.303 2.628
C -5.934 4.650 2.362
Cl -6.821 4.973 3.822
H -4.339 3.471 3.330
H -3.807 4.015 1.760
H -6.394 3.694 2.112
H -6.147 5.343 1.548
Cl -0.288 -5.200 4.092
C 0.052 -4.565 2.464
C -1.016 -3.932 1.607
Cl -1.803 -2.533 2.282
H 0.709 -5.266 1.949
H 0.696 -3.735 2.753
H -1.812 -4.675 1.553
H -0.732 -3.713 0.578
```

Values from the calculation:
⟨S²⟩   0.76
Net charge   0
HOMO energy (alpha / beta)   -6.78 / -6.78 eV
2S+1   2

These are the Mulliken partial charges, in e, on atoms 1 to 8: number 1, Cu, carries 0.2080; number 2, C, carries -0.5739; number 3, C, carries 1.5021; number 4, C, carries -1.3499; number 5, C, carries -0.0890; number 6, C, carries -2.2730; number 7, C, carries 1.6803; number 8, N, carries 1.1441

---

Record 2
4 unconnected molecules or ions with the total composition C34H68N6O4 in a non-equilibrium geometry, computed with ωB97M-V/def2-TZVPD.

```
112
C34H68N6O4, DFT ωB97M-V/def2-TZVPD
C -1.528 -0.194 -3.310
C -2.261 0.874 -4.343
C -2.420 2.296 -3.537
O -3.126 2.138 -2.234
N -2.813 3.147 -1.403
C -3.517 4.437 -1.045
N -2.684 5.267 -0.053
C -1.453 4.426 0.208
C -0.140 4.643 1.164
N 0.702 5.815 0.679
C -1.507 3.029 -0.649
H -2.341 -0.864 -2.781
H -0.675 -0.820 -3.835
H -1.005 0.424 -2.449
H -3.281 0.468 -4.765
H -1.549 1.073 -5.263
H -3.035 3.119 -4.146
H -1.326 2.736 -3.418
H -4.572 4.730 -1.507
H -2.883 6.202 0.366
H 0.543 3.676 1.012
H -0.375 4.682 2.320
H 0.642 6.522 1.458
H 0.187 6.215 -0.137
H -0.758 2.134 -0.741
C 4.097 3.940 -5.446
C 2.729 3.237 -5.222
C 2.875 1.916 -4.416
C 3.385 0.730 -5.218
C 2.548 0.537 -6.480
C 2.483 1.822 -7.344
N 2.062 3.040 -6.555
O 0.680 2.925 -6.318
C 3.876 2.027 -8.005
C 1.549 1.559 -8.572
C 1.982 4.241 -4.275
H 4.604 3.688 -6.368
H 3.979 5.030 -5.484
H 4.793 3.717 -4.627
H 1.899 1.634 -3.996
H 3.535 2.070 -3.553
H 4.442 0.868 -5.462
H 3.327 -0.177 -4.605
H 2.972 -0.293 -7.062
H 1.538 0.219 -6.193
H 3.928 2.992 -8.526
H 4.075 1.251 -8.752
H 4.713 1.961 -7.302
H 0.539 1.259 -8.274
H 1.936 0.745 -9.193
H 1.472 2.451 -9.205
H 1.775 5.191 -4.775
H 2.600 4.461 -3.392
H 1.036 3.840 -3.893
C 1.390 -3.826 2.451
C 1.717 -2.931 1.223
C 1.497 -1.422 1.523
C 0.046 -0.970 1.501
C -0.628 -1.395 0.199
C -0.504 -2.918 -0.057
N 0.920 -3.416 0.044
O 1.592 -2.994 -1.118
C -1.435 -3.651 0.950
C -1.152 -3.253 -1.441
C 3.267 -3.120 1.069
H 0.376 -4.204 2.494
H 2.021 -4.723 2.466
H 1.569 -3.287 3.390
H 2.041 -0.819 0.782
H 1.935 -1.161 2.495
H -0.485 -1.368 2.370
H 0.003 0.123 1.589
H -1.685 -1.099 0.235
H -0.185 -0.831 -0.632
H -1.291 -4.739 0.901
H -2.488 -3.460 0.722
H -1.308 -3.326 1.987
H -0.692 -2.698 -2.266
H -2.214 -2.987 -1.452
H -1.076 -4.324 -1.661
H 3.524 -4.147 0.794
H 3.773 -2.897 2.019
H 3.705 -2.445 0.324
C -0.980 -3.359 8.352
C -0.652 -2.465 7.124
C -0.872 -0.955 7.424
C -2.323 -0.504 7.402
C -2.998 -0.929 6.100
C -2.873 -2.452 5.844
N -1.450 -2.950 5.945
O -0.778 -2.528 4.783
C -3.804 -3.185 6.851
C -3.521 -2.786 4.460
C 0.897 -2.654 6.970
H -1.994 -3.738 8.395
H -0.349 -4.257 8.367
H -0.801 -2.821 9.291
H -0.328 -0.353 6.683
H -0.435 -0.695 8.396
H -2.855 -0.902 8.271
H -2.366 0.589 7.490
H -4.055 -0.632 6.136
H -2.555 -0.365 5.269
H -3.660 -4.272 6.802
H -4.858 -2.994 6.623
H -3.678 -2.859 7.888
H -3.062 -2.232 3.635
H -4.583 -2.521 4.449
H -3.446 -3.858 4.240
H 1.154 -3.680 6.695
H 1.403 -2.431 7.920
H 1.335 -1.979 6.225
```

Values from the calculation:
⟨S²⟩   3.76
Net charge   +1
HOMO energy (alpha / beta)   -10.68 / -11.21 eV
2S+1   4

These are the Mulliken partial charges, in e, on atoms 1 to 8: number 1, C, carries -0.2273; number 2, C, carries -0.4649; number 3, C, carries -0.0753; number 4, O, carries -0.3159; number 5, N, carries 0.3729; number 6, C, carries -0.2182; number 7, N, carries -0.0651; number 8, C, carries -0.1525

---

| no. | DFT total energy (eV) |
| --- | --- |
| 1 | -235624.792 |
| 2 | -53470.511 |